Computed, not measured: a 12-piece molecular cluster, C36H101O41P5S7 overall in a non-equilibrium geometry, with the ωB97M-V functional and the def2-TZVPD basis.

The geometry in XYZ format:
```
190
Properties=species:S:1:pos:R:3:mulliken_charge:R:1
C -2.4848 -4.3858 6.0429 -1.3451
C -3.1088 -3.1828 6.6337 -0.0757
O -4.2494 -2.8823 5.7771 -0.3283
S -4.7019 -1.2456 5.6993 1.0863
C -4.8529 -0.7433 7.4611 -0.8734
O -3.6705 -0.5120 5.0753 -0.5190
O -6.0513 -1.2766 5.1556 -0.6195
H -1.5245 -4.5371 6.5360 0.3951
H -2.3037 -4.4291 4.9689 0.3155
H -3.0578 -5.2501 6.3788 0.3239
H -3.4085 -3.4721 7.6410 0.2124
H -2.5181 -2.2681 6.6826 0.4246
H -5.1423 0.3059 7.4029 0.3656
H -3.8580 -0.8640 7.8899 0.3231
H -5.7090 -1.2847 7.8637 0.3150
C -3.1159 -3.8494 0.1596 -1.1385
C -3.4665 -3.2204 -1.2471 -0.1566
O -2.4514 -3.3224 -2.2679 -0.2563
S -2.7924 -2.5014 -3.7403 1.0279
C -1.1772 -1.6008 -3.6788 -0.9115
O -2.7110 -3.4051 -4.8231 -0.5524
O -3.8580 -1.5124 -3.5546 -0.5259
H -2.2148 -3.4533 0.6278 0.2392
H -2.8542 -4.9075 0.1546 0.2864
H -3.9301 -3.6803 0.8642 0.3668
H -4.2315 -3.8332 -1.7238 0.3029
H -3.6934 -2.1572 -1.1681 0.3414
H -0.8983 -1.0571 -4.5814 0.4580
H -0.3892 -2.3454 -3.7921 0.2722
H -0.9905 -0.8845 -2.8787 0.2552
C -1.2625 1.1803 0.8346 -1.2800
C -0.1550 0.1852 1.2950 -0.0352
O 0.5107 -0.1937 0.1072 -0.1477
S 2.2280 -0.3590 0.0972 0.9135
C 2.1775 -2.1501 0.1441 -1.0295
O 2.7186 0.0595 -1.2007 -0.5170
O 2.8213 0.1365 1.3403 -0.4816
H -1.9404 0.5770 0.2306 0.2259
H -1.0114 1.8914 0.0476 0.3356
H -1.8785 1.6245 1.6165 0.3993
H 0.4684 0.9205 1.8037 0.1801
H -0.4465 -0.6472 1.9354 0.3715
H 1.4201 -2.5624 0.8108 0.2829
H 3.2508 -2.3400 0.1541 0.3941
H 1.9885 -2.5020 -0.8700 0.3798
C -7.2474 1.3223 0.1957 -1.1029
C -8.3972 0.2833 -0.0437 -0.1851
O -8.6083 0.2608 -1.4608 -0.2024
S -9.5895 -0.9418 -2.0513 1.1115
C -8.6826 -2.4886 -1.4741 -0.9349
O -10.8553 -0.8856 -1.3074 -0.6237
O -9.5437 -0.8393 -3.4459 -0.5529
H -6.8970 1.3783 1.2263 0.4157
H -7.5577 2.3406 -0.0389 0.2084
H -6.4092 1.0236 -0.4338 0.2512
H -8.0972 -0.6603 0.4121 0.2736
H -9.3404 0.5385 0.4393 0.3163
H -8.4053 -2.5900 -0.4248 0.3371
H -7.7180 -2.3740 -1.9686 0.3138
H -9.3000 -3.3549 -1.7116 0.3765
C 11.4263 -6.8334 1.9047 -1.1656
C 10.2907 -5.8364 1.8010 -0.3119
O 9.9015 -5.8014 0.4635 -0.3474
S 8.2290 -5.5061 0.2582 1.1231
C 7.6097 -7.1228 0.6867 -0.8208
O 7.8074 -4.5745 1.2645 -0.5716
O 8.1095 -5.1968 -1.1418 -0.5858
H 12.2403 -6.7307 1.1871 0.3128
H 10.9503 -7.7668 1.6040 0.3060
H 11.7224 -6.9653 2.9454 0.3473
H 9.5919 -6.0179 2.6176 0.3982
H 10.6606 -4.8365 2.0282 0.3412
H 7.9256 -7.7163 -0.1713 0.3122
H 6.5219 -7.1862 0.6589 0.3554
H 8.0691 -7.5202 1.5918 0.3064
C 2.6578 4.8383 0.8778 -1.1387
C 3.4712 6.1901 0.9991 -0.3543
O 4.7953 6.1209 1.4378 -0.3310
S 5.1897 5.6084 2.9409 1.1781
C 5.2960 3.7833 2.7149 -0.8343
O 6.6118 6.0041 3.1099 -0.6199
O 4.1111 5.9974 3.8242 -0.6025
H 3.1901 4.0932 0.2864 0.3016
H 1.6899 4.9747 0.3956 0.4521
H 2.4094 4.4146 1.8508 0.3243
H 3.3823 6.5826 -0.0139 0.3891
H 2.8424 6.8313 1.6169 0.3037
H 4.2978 3.3864 2.8994 0.1981
H 6.1356 3.3958 3.2919 0.4501
H 5.5739 3.6005 1.6769 0.2915
C -2.7358 7.7996 3.4858 -1.1804
C -3.4753 8.9346 2.7287 -0.2472
O -3.1720 10.2618 3.1972 -0.2472
S -3.4682 11.4701 2.1247 1.1471
C -3.0366 12.7669 3.3500 -0.9000
O -2.4569 11.4827 1.0697 -0.5914
O -4.9048 11.5137 1.8369 -0.5989
H -1.6715 7.8913 3.2689 0.2896
H -3.0300 6.7573 3.3630 0.3627
H -2.9115 7.9463 4.5515 0.3097
H -3.1843 8.8439 1.6821 0.3552
H -4.5599 8.8426 2.7862 0.3155
H -3.6217 13.6408 3.0633 0.3518
H -1.9663 12.9229 3.2153 0.3335
H -3.3830 12.5225 4.3542 0.3004
C 2.2363 -10.1519 -1.4122 -0.7248
O 1.6403 -9.7446 -0.2187 -0.3422
P 1.0100 -8.2572 -0.1303 1.1415
O 1.8173 -7.1548 -0.7379 -0.6587
O 0.7982 -8.1814 1.4927 -0.3220
C -0.2155 -8.8692 2.1595 -0.5777
O -0.4354 -8.4253 -0.7130 -0.2917
C -0.7690 -7.8733 -1.9780 -0.7404
H 2.7307 -9.4244 -2.0560 0.3098
H 1.4203 -10.6610 -1.9252 0.2911
H 2.9947 -10.9081 -1.2099 0.2616
H -0.5791 -8.1489 2.8924 0.1930
H 0.2932 -9.5490 2.8430 0.2497
H -0.9053 -9.2618 1.4124 0.3134
H -1.8139 -7.5702 -1.9120 0.2430
H -0.6720 -8.6279 -2.7586 0.2976
H -0.2486 -6.9431 -2.2061 0.3551
C 4.5415 -3.3145 -9.6492 -0.6348
O 4.9029 -2.8830 -8.3120 -0.3209
P 3.9928 -2.8387 -6.9425 0.8565
O 2.6597 -2.2623 -6.9456 -0.6341
O 4.9279 -2.1478 -5.8682 -0.2081
C 4.9223 -0.6917 -5.7285 -0.7152
O 4.1826 -4.3034 -6.4563 -0.2642
C 3.7156 -4.8045 -5.1794 -0.5576
H 4.0556 -2.5115 -10.2034 0.2633
H 3.8185 -4.1024 -9.4378 0.2808
H 5.3665 -3.8837 -10.0776 0.2795
H 4.0033 -0.3426 -5.2576 0.3134
H 4.8676 -0.1376 -6.6655 0.3089
H 5.7570 -0.3884 -5.0964 0.2744
H 2.8307 -4.2225 -4.9218 0.2566
H 4.5561 -4.7488 -4.4877 0.2654
H 3.5837 -5.8858 -5.2200 0.2376
C -5.7653 3.6596 -3.3804 -0.7129
O -6.1465 4.6113 -2.3973 -0.2104
P -6.5430 6.1921 -2.8114 0.9865
O -5.4531 6.8085 -3.6162 -0.6686
O -8.0284 6.0365 -3.5179 -0.3403
C -9.1215 5.3581 -2.8821 -0.6937
O -6.8257 7.0412 -1.3803 -0.3301
C -7.7411 8.0573 -1.4849 -0.7057
H -5.5786 4.1441 -4.3388 0.3934
H -6.5380 2.9100 -3.5508 0.2534
H -4.8065 3.2589 -3.0513 0.2352
H -8.8830 5.0317 -1.8699 0.3059
H -9.4766 4.5182 -3.4792 0.2921
H -9.9968 6.0038 -2.8115 0.3123
H -7.9644 8.3184 -2.5194 0.3721
H -7.3053 8.8747 -0.9104 0.2604
H -8.6923 7.9474 -0.9642 0.2479
C 1.5704 3.7895 -6.0793 -0.8780
O 2.3516 4.0706 -4.9087 -0.0797
P 2.7098 5.6497 -4.6109 0.7369
O 3.1230 6.5828 -5.7108 -0.6866
O 1.5501 6.2124 -3.6559 -0.2622
C 0.1979 5.8076 -3.9181 -0.6744
O 3.8851 5.5665 -3.5511 -0.1357
C 5.0819 4.9944 -3.8079 -0.7013
H 0.6519 3.2672 -5.8118 0.2830
H 2.2231 3.2861 -6.7925 0.2762
H 1.3481 4.7300 -6.5833 0.4175
H 0.0247 4.8443 -3.4384 0.2851
H -0.0129 5.6467 -4.9753 0.2806
H -0.5108 6.6132 -3.7262 0.3241
H 4.9819 3.9200 -3.6536 0.2491
H 5.7659 5.4728 -3.1069 0.2063
H 5.2427 5.2369 -4.8583 0.3547
C 2.2983 0.8213 6.1963 -0.5903
O 2.1830 -0.5044 5.5408 -0.1349
P 3.0537 -1.8316 5.9402 0.6518
O 2.4633 -2.5136 7.0600 -0.6809
O 3.0486 -2.6404 4.5364 0.0122
C 2.5839 -3.9872 4.5639 -0.8207
O 4.5594 -1.1746 5.9895 -0.2984
C 5.7699 -1.9712 5.8295 -0.6490
H 2.7646 0.6220 7.1611 0.3081
H 1.3228 1.3011 6.2750 0.2483
H 2.9471 1.4746 5.6129 0.2069
H 2.7017 -4.5411 5.4952 0.3620
H 3.1672 -4.6227 3.8974 0.2965
H 1.5611 -3.9993 4.1872 0.2784
H 6.3388 -1.5642 4.9935 0.2524
H 5.5764 -3.0098 5.5612 0.2718
H 6.3979 -1.9824 6.7203 0.2821
```

- spin multiplicity = 1
- E_HOMO (eV) = -10.284
- DFT total energy (a.u.) = -9011.2291
- orbital gap (eV) = 10.149
- SMILES = CCOS(C)(=O)=O.CCOS(C)(=O)=O.CCOS(C)(=O)=O.CCOS(C)(=O)=O.CCOS(C)(=O)=O.CCOS(C)(=O)=O.CCOS(C)(=O)=O.COP(=O)(OC)OC.COP(=O)(OC)OC.COP(=O)(OC)OC.COP(=O)(OC)OC.COP(=O)(OC)OC
- lowest unoccupied orbital energy (eV) = -0.13
- ΔE to the lowest compared entry with this formula, charge and spin (eV) = 0.704